Below is the molecule C6H10O in a non-equilibrium geometry, with properties calculated with ωB97M-V/def2-TZVPD.

Calculated values
HOMO-LUMO gap, eV: 10.315
Charge: 0
HOMO, eV: -9.2
Strongest force on any atom, eV Å⁻¹: 1.87

Structure (XYZ):
```
17
Properties=species:S:1:pos:R:3:nbo_charge:R:1
C -1.22683 -0.27774 0.47858 -0.45
C -0.48475 -1.59801 -0.38240 -0.07
O 0.74251 -1.14052 -0.90089 -0.54
C 1.37061 -0.55628 0.23422 -0.14
C 1.54139 0.92815 0.03847 -0.22
C 0.44697 1.65051 -0.19165 -0.16
C -0.95184 1.04484 -0.30472 -0.46
H -1.00875 0.01331 1.56461 0.21
H -2.29355 -0.49152 0.52584 0.22
H -0.28413 -2.49787 0.24882 0.17
H -0.97312 -2.04221 -1.29280 0.20
H 0.63135 -0.64553 1.00738 0.20
H 2.24823 -1.12835 0.52101 0.19
H 2.52155 1.38129 0.16629 0.21
H 0.53970 2.73325 -0.32618 0.21
H -1.15197 0.78297 -1.34284 0.22
H -1.66737 1.84373 -0.04375 0.22
```

Below is the molecule C6H10O in a non-equilibrium geometry, with properties calculated with ωB97M-V/def2-TZVPD.

Calculated values
HOMO-LUMO gap, eV: 8.566
Charge: 0
HOMO, eV: -7.8
Strongest force on any atom, eV Å⁻¹: 2.49

Structure (XYZ):
```
17
Properties=species:S:1:pos:R:3:nbo_charge:R:1
C -2.12146 -0.22078 0.19600 -0.61
C -1.13089 0.81906 -0.27947 -0.21
C -0.02662 1.31342 0.60496 -0.40
C 0.30779 0.51243 -0.62354 -0.28
C 0.91027 -0.83265 -0.52929 -0.08
C 2.53855 -0.84224 0.73674 0.09
O 2.46722 -0.61098 -0.55732 -0.52
H -2.96349 0.26394 0.70326 0.22
H -1.67471 -0.92103 0.90992 0.20
H -2.52593 -0.79951 -0.64237 0.21
H -1.56719 1.56256 -0.94334 0.21
H 0.22865 2.36921 0.59967 0.22
H 0.12169 0.81573 1.55960 0.23
H 0.73395 1.05297 -1.46073 0.22
H 0.89997 -1.42884 -1.43120 0.21
H 0.45006 -1.45770 0.27249 0.23
H 3.35215 -1.59558 0.88464 0.06
```

Below is the molecule C6H10O in a non-equilibrium geometry, with properties calculated with ωB97M-V/def2-TZVPD.

Calculated values
HOMO-LUMO gap (spin up / spin down), eV: 7.825 / 6.985
Charge: 0
HOMO (spin up / spin down), eV: -8.3 / -7.8
Strongest force on any atom, eV Å⁻¹: 4.57

Structure (XYZ):
```
17
Properties=species:S:1:pos:R:3:nbo_charge:R:1
C 0.43611 -0.56776 0.06021 0.24
C 1.52994 0.30539 0.17507 -0.04
C -0.99354 -0.21373 0.07552 0.19
C 2.99784 0.01786 -0.08205 -0.68
C -1.50139 1.12449 -0.27040 -0.69
C -1.75062 -1.50011 0.23364 -0.69
O 0.61665 -1.88475 0.09643 -0.69
H 1.29576 1.25888 0.57224 0.17
H 3.37696 0.79192 -0.70197 0.23
H 3.12083 -1.03117 -0.49658 0.25
H 3.59351 0.21023 0.80531 0.23
H -1.22214 1.23713 -1.27310 0.25
H -1.01404 2.01205 0.05780 0.24
H -2.53874 1.28040 -0.13998 0.23
H -2.84388 -1.35954 0.04069 0.20
H -1.52573 -2.21212 1.09459 0.27
H -1.31708 -2.04266 -0.56835 0.28
```

Below is the molecule C6H10O in a non-equilibrium geometry, with properties calculated with ωB97M-V/def2-TZVPD.

Calculated values
HOMO-LUMO gap, eV: 10.085
Charge: 0
HOMO, eV: -9.1
Strongest force on any atom, eV Å⁻¹: 4.38

Structure (XYZ):
```
17
Properties=species:S:1:pos:R:3:nbo_charge:R:1
O 2.53276 -0.48243 2.11274 -0.53
C 2.30792 -0.19665 0.95729 0.44
C 1.54979 -0.62003 -0.31639 -0.50
C 0.25987 -0.13147 0.22134 -0.35
C -0.68412 0.47196 -0.72912 -0.25
C -1.87098 -0.31871 -1.18660 -0.41
C -2.04238 0.79683 -0.20785 -0.41
H 3.05052 0.41268 0.48132 0.09
H 1.95483 -0.07892 -1.20807 0.22
H 1.72217 -1.67902 -0.43316 0.23
H 0.67702 0.77936 1.07048 0.18
H -0.18619 -0.86982 0.89891 0.23
H -0.24534 1.14326 -1.46571 0.22
H -2.17818 -0.16251 -2.21361 0.22
H -1.98676 -1.32693 -0.80370 0.21
H -2.48298 1.71367 -0.56846 0.22
H -2.26939 0.53437 0.82427 0.22
```

Below is a cluster of 2 separate species, C6H10O in total in a non-equilibrium geometry, with properties calculated with ωB97M-V/def2-TZVPD.

Calculated values
HOMO-LUMO gap, eV: 10.340
Charge: 0
HOMO, eV: -9.4
Strongest force on any atom, eV Å⁻¹: 1.01

Structure (XYZ):
```
17
Properties=species:S:1:pos:R:3:nbo_charge:R:1
C 0.58765 1.40663 -1.46012 -0.60
C 1.34460 0.28303 -0.78914 -0.23
C 1.71321 0.37266 0.66551 -0.42
C 0.64150 -0.57580 0.21807 -0.44
C -2.59410 -0.73846 0.57536 -0.81
C -1.99622 -1.52073 1.44063 0.73
O -1.54760 -2.18324 2.28592 -0.46
H 1.26041 2.21211 -1.77465 0.21
H -0.15252 1.83835 -0.77468 0.20
H 0.04983 1.04996 -2.34703 0.21
H 2.06518 -0.22716 -1.42529 0.21
H 2.66165 -0.03761 0.99606 0.22
H 1.38268 1.24971 1.21757 0.21
H 0.81130 -1.64921 0.24489 0.22
H -2.23276 -0.52407 -0.42215 0.27
H -0.35878 -0.25648 0.47196 0.21
H -3.63603 -0.69969 0.87710 0.27
```

Below is a cluster of 2 separate species, C6H10O in total in a non-equilibrium geometry, with properties calculated with ωB97M-V/def2-TZVPD.

Calculated values
HOMO-LUMO gap, eV: 8.152
Charge: 0
HOMO, eV: -8.2
Strongest force on any atom, eV Å⁻¹: 4.76

Structure (XYZ):
```
17
Properties=species:S:1:pos:R:3:nbo_charge:R:1
C -2.62040 -1.14654 -0.13542 -0.31
C -2.24941 0.10460 -0.34733 -0.40
C 2.48683 0.87321 -0.52214 -0.43
C 1.84054 0.35958 0.55201 -0.13
C -1.70195 1.02565 0.62468 0.27
C 1.19229 -0.96221 0.50999 -0.68
O -0.71558 1.82367 0.31832 -0.61
H -3.23377 -1.75330 -0.79940 0.22
H -2.50328 -1.45087 0.97773 0.21
H -2.34874 0.41943 -1.47230 0.19
H 2.46090 0.35875 -1.46762 0.19
H 3.02884 1.67702 -0.30430 0.19
H 1.89933 0.78115 1.48350 0.19
H 1.82645 -1.67490 0.11281 0.22
H 0.38879 -1.00713 -0.19673 0.22
H 0.70940 -1.25359 1.39852 0.22
H -0.46025 1.82546 -0.73234 0.44
```

What is the charge in the third record?
0

Which formula does entry 3 have?
C6H10O

What is the charge in the second record?
0